The following is a quantum chemistry calculation of C6H8N4O5 in the gas phase in a non-equilibrium geometry, from OMol25.

CARTESIAN COORDINATES (ANGSTROEM)
C -0.953 -0.598 -1.848
C 0.915 1.150 -1.249
C 0.163 -1.891 1.211
C -1.325 -0.965 -0.501
C -0.227 0.458 0.821
C 1.880 1.499 0.902
N -0.039 0.490 -2.028
N -0.613 -2.038 0.093
N 0.233 -0.559 1.645
N 0.747 1.195 0.112
O -1.497 -1.012 -2.833
O 1.748 1.820 -1.824
O 0.601 -2.813 1.868
O -2.681 -1.114 -0.312
O -1.053 1.347 1.436
H 1.520 1.972 1.816
H 2.284 0.560 1.259
H 2.664 2.016 0.268
H 0.108 0.610 -3.005
H -1.001 -2.930 0.063
H 0.693 -0.499 2.466
H -3.158 -0.735 -1.113
H -1.009 2.038 0.751

Atoms 1-6, force components in eV/Å:
C 1.415 2.683 -1.399
C -0.422 0.907 -0.532
C -0.571 0.580 1.520
C 1.172 0.715 4.104
C -1.995 -2.355 -1.345
C 1.842 0.465 0.306

Output
HOMO level   -9.30 eV
Relative energy (zero: lowest compared OMol25 entry of this formula, charge and spin)   150.4 kJ/mol
Gap between HOMO and LUMO   9.358 eV
F_max   4.3 eV/A
LUMO energy   0.05 eV

=====

The following is a quantum chemistry calculation of a gas-phase ion, C6H8NO (charge +1) in a non-equilibrium geometry, from OMol25.

CARTESIAN COORDINATES (ANGSTROEM)
C 1.805 1.432 -0.684
C 2.131 1.312 0.624
C 0.875 -1.084 0.039
C -0.547 -1.438 0.291
C -1.558 -0.492 -0.373
C 1.289 0.345 0.041
N -1.386 0.865 0.118
O 1.798 -1.821 -0.159
H 1.877 1.935 -1.623
H 2.643 1.654 1.498
H -0.707 -2.465 -0.045
H -0.694 -1.419 1.376
H -1.399 -0.498 -1.452
H -2.561 -0.884 -0.172
H -1.773 1.554 -0.515
H -1.792 1.004 1.037

Atoms 1-6, force components in eV/Å:
C -0.349 -1.291 1.741
C -1.288 -0.945 -1.496
C -0.413 -0.510 0.025
C -0.382 -0.093 -0.121
C -0.090 -0.283 0.170
C 1.525 2.625 -0.192

Output
HOMO level   -13.84 eV
Relative energy (zero: lowest compared OMol25 entry of this formula, charge and spin)   121.2 kJ/mol
Total charge   +1
Gap between HOMO and LUMO   9.336 eV
F_max   3.0 eV/A
LUMO energy   -4.51 eV

=====

The following is a quantum chemistry calculation of C6H8NO4P in the gas phase in a non-equilibrium geometry, from OMol25.

CARTESIAN COORDINATES (ANGSTROEM)
C 0.647 1.151 1.325
C -0.640 0.562 1.521
C 0.149 -1.423 -3.138
C 0.842 -0.501 -2.409
C 0.698 1.507 0.006
C -1.237 -0.197 2.684
N -1.373 0.666 0.388
O 0.701 -1.401 0.232
O -2.478 0.236 0.240
O 2.807 -0.098 -0.668
O -0.718 1.231 -0.580
P 1.372 -0.552 -0.720
H 1.418 0.982 2.100
H -0.291 -1.312 -4.087
H -0.455 -2.165 -2.591
H 1.587 0.200 -2.816
H 1.368 2.124 -0.548
H -2.318 0.009 2.822
H -0.813 0.332 3.656
H -1.267 -1.351 2.585

Atoms 1-6, force components in eV/Å:
C -1.962 -1.532 0.566
C 0.195 0.001 0.867
C -0.953 1.195 3.475
C 0.592 -1.205 -1.682
C -2.296 -0.854 -0.568
C -0.286 0.694 1.587

Output
HOMO level (spin up / spin down)   -9.00 / -9.00 eV
Relative energy (zero: lowest compared OMol25 entry of this formula, charge and spin)   493.6 kJ/mol
Gap between HOMO and LUMO (spin up / spin down)   8.123 / 8.124 eV
F_max   4.2 eV/A
LUMO energy (spin up / spin down)   -0.87 / -0.87 eV

=====

| no. | energy (hartree) |
| --- | --- |
| 1 | -828.656686 |
| 2 | -363.051127 |
| 3 | -930.325835 |